92
Properties=species:S:1:pos:R:3:forces:R:3 method="wB97M-V/def2-TZVPD" orbital_gap_ha="0.243 / 0.311" multiplicity=8 fmax_ev_per_a=3.87 charge=+1 lumo_ha="-0.096 / -0.096" e_tot_ev=-130238.2055 e_above_lowest_kj_mol=254.3
Eu -0.340 1.554 3.171 -0.18 -0.31 -0.36
I -2.755 4.642 4.120 0.59 -0.35 -0.10
C -0.854 5.601 3.851 0.03 0.74 0.51
I 0.022 5.342 1.888 -0.46 0.09 0.75
H -0.084 5.314 4.584 -0.51 -0.51 -0.38
H -1.135 6.629 4.118 0.39 -0.14 -0.90
N 0.754 -0.450 2.143 0.03 -0.30 0.09
S 0.694 -1.509 1.142 0.31 2.53 2.23
N 0.916 -1.072 -0.383 -0.65 0.05 -1.81
S -0.120 -0.936 -1.505 0.59 -0.37 -1.37
N -1.328 -0.014 -1.437 -0.58 0.30 0.55
S -1.212 1.403 -0.608 -1.11 0.95 -0.45
N -1.268 1.460 0.835 -0.20 -0.30 0.64
C -2.660 2.189 -1.427 1.28 -1.18 -0.07
C -3.115 1.865 -2.715 0.19 -0.57 0.55
C -4.291 2.509 -3.032 0.15 -1.05 -1.59
C -4.949 3.339 -2.178 -1.68 2.19 -0.20
C -4.512 3.667 -0.936 2.52 -2.64 0.30
C -3.321 2.967 -0.526 -1.72 1.44 -0.49
C 0.255 2.240 -1.161 -0.16 0.16 -0.91
C 0.272 3.149 -2.216 2.92 0.59 1.08
C 1.406 4.016 -2.384 -0.64 -0.92 0.89
C 2.441 4.002 -1.410 -1.32 -1.81 -0.42
C 2.443 2.910 -0.493 1.38 0.00 0.74
C 1.369 2.000 -0.382 1.11 1.86 0.32
C -0.837 -2.426 -2.119 -0.28 -1.45 -0.45
C -0.123 -3.628 -2.204 1.93 2.00 0.98
C -0.656 -4.784 -2.659 -0.20 -0.35 0.09
C -1.943 -4.752 -3.127 -1.29 0.13 0.31
C -2.732 -3.586 -3.046 1.45 -1.15 -0.15
C -2.145 -2.431 -2.568 -0.86 1.38 0.50
C 0.855 -0.445 -2.905 2.05 0.42 2.54
C 0.309 -0.280 -4.131 -0.89 -0.11 -2.05
C 1.152 0.014 -5.195 0.90 0.26 0.09
C 2.555 0.206 -4.990 -2.75 -0.08 -1.24
C 3.027 0.144 -3.736 -0.95 -0.44 2.42
C 2.193 -0.141 -2.630 0.03 -0.34 -0.81
C 2.012 -2.591 1.200 1.79 -3.12 -0.21
C 2.085 -3.428 2.340 -2.14 2.82 0.83
C 3.050 -4.293 2.616 3.23 -2.02 -0.69
C 4.096 -4.415 1.652 0.55 -0.34 -0.12
C 4.080 -3.609 0.508 -0.30 0.06 0.13
C 3.003 -2.767 0.209 -0.77 0.42 1.46
C -0.767 -2.403 1.178 -1.57 -2.10 -1.25
C -1.962 -1.685 1.343 -0.62 -1.34 -0.46
C -3.220 -2.248 1.069 2.31 -0.53 0.61
C -3.191 -3.575 0.717 -0.82 0.65 -0.45
C -2.059 -4.319 0.601 2.16 0.09 -0.06
C -0.785 -3.764 0.743 -2.09 2.31 1.44
H -2.668 1.012 -3.297 -0.40 1.41 0.46
H -4.805 2.355 -3.962 0.17 -0.37 -0.51
H -5.868 3.854 -2.517 0.50 -0.61 0.03
H -5.134 4.218 -0.310 -0.50 1.02 1.18
H -2.930 2.929 0.465 0.09 0.55 0.67
H -0.498 3.181 -2.906 -1.54 0.22 -1.14
H 1.430 4.652 -3.275 0.02 0.04 0.59
H 3.227 4.740 -1.411 0.18 -0.06 -0.08
H 3.364 2.742 0.196 -1.82 0.50 -1.24
H 1.368 1.265 0.408 0.02 -0.09 -0.01
H 0.913 -3.627 -1.877 0.00 -0.01 0.19
H -0.122 -5.711 -2.511 0.13 -0.03 -0.48
H -2.344 -5.699 -3.432 -0.54 -0.12 -0.32
H -3.760 -3.640 -3.316 -0.56 0.21 -0.28
H -2.705 -1.486 -2.466 0.10 -0.71 -0.12
H -0.768 -0.397 -4.323 0.55 -0.11 0.19
H 0.722 0.091 -6.183 0.07 0.09 -0.07
H 3.195 0.471 -5.803 0.23 -0.08 -0.44
H 4.040 0.269 -3.554 1.78 0.45 0.34
H 2.545 -0.140 -1.587 -0.03 -0.11 -0.91
H 1.428 -3.214 3.182 -0.50 -0.02 -0.38
H 3.099 -4.843 3.571 -0.15 0.30 -0.74
H 4.956 -5.132 1.755 -1.04 0.91 0.22
H 4.918 -3.538 -0.174 0.06 -0.58 0.02
H 2.956 -2.180 -0.697 0.19 -0.08 -0.02
H -1.952 -0.680 1.579 0.43 1.94 0.53
H -4.158 -1.754 1.189 -0.23 0.61 -0.05
H -4.101 -3.969 0.372 -1.18 -0.99 0.00
H -2.116 -5.334 0.344 -0.24 -1.25 -0.43
H 0.136 -4.255 0.623 0.78 -0.91 -0.27
N -0.398 0.243 5.616 1.38 0.17 -0.59
N 0.987 -0.001 5.272 -0.82 0.99 -1.20
H -0.374 1.175 6.037 -0.30 -0.39 0.36
H -0.629 -0.473 6.280 -0.84 0.11 0.36
H 1.084 -0.492 4.393 0.02 -0.50 0.20
H 1.537 -0.329 6.023 0.59 -0.39 0.59
F 3.857 3.620 3.271 -0.60 -0.13 -0.39
C 2.863 2.846 3.723 -0.05 1.52 2.01
F 3.437 1.916 4.472 0.20 -0.81 0.15
F 2.237 2.254 2.704 -0.01 -0.55 -1.09
C 1.777 3.632 4.578 -1.04 0.52 -0.68
O 2.005 4.746 4.979 1.09 0.40 0.29
O 0.625 3.073 4.641 0.66 -0.68 -0.03

---

86
Properties=species:S:1:pos:R:3:forces:R:3 method="wB97M-V/def2-TZVPD" orbital_gap_ha="0.230 / 0.239" multiplicity=2 fmax_ev_per_a=1.09 charge=-1 lumo_ha="0.083 / 0.083" e_tot_ev=-143004.1358 e_above_lowest_kj_mol=53.9
Rh -1.222 -0.610 0.738 0.26 0.15 -1.05
S -1.697 -2.886 1.327 0.02 -0.28 -0.03
C -0.480 -3.982 0.691 -0.03 -0.06 0.11
C -0.402 -5.266 1.250 0.03 0.01 0.00
C 0.515 -6.195 0.794 0.00 0.01 -0.01
C 1.383 -5.878 -0.245 -0.01 -0.02 0.01
C 1.307 -4.620 -0.821 -0.01 0.02 -0.02
C 0.386 -3.682 -0.366 0.09 0.04 -0.04
As 0.210 -1.923 -1.157 -0.88 0.00 -0.02
C -1.300 -2.248 -2.372 0.16 -0.02 -0.09
C -2.123 -3.363 -2.282 -0.01 -0.02 0.02
C -3.216 -3.499 -3.129 0.00 0.00 0.01
C -3.490 -2.530 -4.083 0.01 0.01 0.00
C -2.668 -1.415 -4.183 -0.01 0.00 -0.01
C -1.587 -1.274 -3.326 0.02 0.00 0.00
C 1.640 -1.965 -2.494 0.23 0.17 0.28
C 1.498 -2.472 -3.782 -0.02 -0.03 0.02
C 2.580 -2.480 -4.652 0.00 -0.01 -0.01
C 3.813 -1.990 -4.246 0.00 -0.01 0.00
C 3.965 -1.490 -2.961 -0.02 -0.01 0.00
C 2.882 -1.476 -2.093 -0.01 0.05 0.01
H -1.071 -5.514 2.065 0.00 0.00 0.00
H 0.557 -7.174 1.258 0.00 0.00 0.00
H 2.107 -6.599 -0.601 0.00 0.00 0.00
H 1.972 -4.365 -1.638 0.00 -0.01 0.01
H -1.923 -4.126 -1.540 0.01 0.00 0.02
H -3.859 -4.366 -3.036 0.00 0.00 0.00
H -4.344 -2.638 -4.740 0.00 0.00 0.00
H -2.878 -0.646 -4.916 0.00 0.00 0.00
H -0.965 -0.388 -3.397 0.01 -0.01 0.00
H 0.545 -2.866 -4.109 -0.03 0.00 0.00
H 2.457 -2.876 -5.653 0.00 0.00 0.00
H 4.653 -1.998 -4.930 0.00 0.00 0.00
H 4.923 -1.106 -2.634 0.00 0.00 0.00
H 3.003 -1.079 -1.090 -0.01 0.00 0.01
C 2.044 6.991 -2.317 0.01 0.02 0.00
O 2.732 5.783 -2.086 -0.02 -0.04 0.02
C 3.010 5.466 -0.784 0.02 0.02 -0.02
C 3.544 4.198 -0.563 -0.03 -0.01 -0.01
C 3.841 3.776 0.715 0.02 -0.03 0.20
C 3.626 4.619 1.813 -0.17 0.17 -0.11
C 3.148 5.898 1.571 0.00 -0.01 -0.04
C 2.816 6.324 0.288 0.01 0.01 0.04
N 4.037 4.335 3.152 0.24 -0.23 -0.04
N 3.851 3.229 3.711 -0.06 0.31 0.13
C 2.986 2.236 3.241 -0.08 -0.27 -0.23
C 3.425 0.931 3.452 0.04 0.12 0.01
C 2.775 -0.182 2.958 -0.07 -0.03 -0.03
C 1.560 -0.063 2.241 0.07 0.12 0.02
O 0.920 -1.038 1.778 -0.16 -0.15 0.08
C 1.034 1.302 2.094 0.00 -0.06 0.01
N -0.152 1.409 1.459 0.03 0.08 0.18
C -0.747 2.577 1.388 0.05 -0.05 -0.12
C -0.216 3.724 1.993 0.03 0.02 0.00
C 1.001 3.644 2.610 0.00 0.06 -0.01
C 1.705 2.421 2.630 0.18 0.12 0.02
H 1.815 7.014 -3.380 0.00 0.00 0.00
H 2.659 7.861 -2.066 0.00 0.00 0.01
H 1.113 7.035 -1.744 0.00 0.00 -0.02
H 3.704 3.548 -1.413 0.00 0.00 0.00
H 4.246 2.785 0.864 -0.02 -0.07 0.06
H 3.033 6.568 2.415 -0.02 0.02 -0.01
H 2.428 7.323 0.145 0.00 -0.01 0.01
H 4.356 0.821 3.999 -0.01 -0.03 0.00
H 3.160 -1.179 3.128 0.01 0.00 0.00
H -1.679 2.617 0.835 -0.03 -0.02 0.05
H -0.772 4.652 1.965 0.01 0.01 0.00
H 1.424 4.513 3.096 -0.04 -0.03 0.00
S -3.269 1.093 -1.319 0.06 -0.12 0.01
C -2.263 0.277 -0.448 0.07 -0.06 0.36
C -4.936 -1.830 0.495 -0.01 -0.01 0.01
Si -4.410 -0.972 2.078 0.05 0.04 0.00
C -5.666 0.401 2.407 -0.03 -0.01 -0.02
C -4.555 -2.204 3.491 -0.01 0.01 0.01
C -2.715 -0.154 2.090 0.03 0.08 0.17
H -6.003 -2.069 0.553 0.00 -0.01 0.00
H -4.376 -2.755 0.354 0.00 0.01 -0.01
H -4.776 -1.207 -0.386 -0.01 0.02 -0.01
H -6.663 -0.011 2.584 -0.01 0.01 -0.01
H -5.728 1.077 1.550 0.01 0.01 0.01
H -5.386 0.995 3.281 0.00 -0.01 0.01
H -5.585 -2.559 3.590 0.00 -0.01 0.00
H -4.263 -1.745 4.439 -0.01 0.00 0.00
H -3.905 -3.063 3.319 0.01 0.00 0.00
H -2.229 -0.353 3.053 0.00 0.00 0.00
H -2.873 0.927 2.032 -0.02 0.02 0.06